Record 1
{"formula": "C5H8N2S", "method": "ωB97M-V/def2-TZVPD", "homo_energy_ha": -0.30627, "smiles": "C[C@H]1CN1/C=N\\C=S", "spin_multiplicity": 1, "e_above_lowest_kj_mol": 397.2, "fmax_ha_per_bohr": 0.0945, "homo_lumo_gap_ev": 8.472, "elements": ["S", "N", "N", "C", "C", "C", "C", "C", "H", "H", "H", "H", "H", "H", "H", "H"], "coordinates": [[-2.5686, 0.7045, -0.5656], [0.4614, -0.7990, 0.1637], [-1.6446, -1.6113, 0.1979], [-0.4307, -1.7177, -0.2574], [0.6131, 1.8040, 0.3495], [1.7733, -0.5385, -0.4297], [-2.4230, -0.4443, 0.5314], [0.6208, 0.5056, -0.4133], [2.1675, -0.9044, -1.3827], [2.4274, -0.4479, 0.4441], [-0.3129, 2.1778, 0.9449], [-2.8460, -0.5536, 1.5022], [-0.1380, -2.6259, -0.7681], [1.3870, 1.5167, 1.1588], [1.1561, 2.5408, -0.2156], [-0.2428, 0.3932, -1.2601]]}

***

Record 2
{"formula": "C26H41N4O6S7SiTeTi", "method": "ωB97M-V/def2-TZVPD", "homo_energy_ha": [-0.04565, -0.04636], "spin_multiplicity": 2, "e_above_lowest_kj_mol": 0.0, "fmax_ha_per_bohr": 0.0086, "homo_lumo_gap_ev": [5.269, 5.288], "charge": -2, "elements": ["Te", "Ti", "S", "S", "S", "S", "S", "S", "S", "Si", "O", "O", "O", "O", "O", "O", "N", "N", "N", "N", "C", "C", "C", "C", "C", "C", "C", "C", "C", "C", "C", "C", "C", "C", "C", "C", "C", "C", "C", "C", "C", "C", "C", "C", "C", "C", "H", "H", "H", "H", "H", "H", "H", "H", "H", "H", "H", "H", "H", "H", "H", "H", "H", "H", "H", "H", "H", "H", "H", "H", "H", "H", "H", "H", "H", "H", "H", "H", "H", "H", "H", "H", "H", "H", "H", "H", "H"], "coordinates": [[-0.6228, -3.2351, 2.4359], [-0.0252, -1.4110, 0.2789], [0.7797, -2.9621, -1.4566], [-2.3471, -2.3863, -0.3842], [4.8914, -1.8724, -0.6357], [2.3621, -1.2482, 0.8756], [-0.2472, 0.5404, -1.4009], [0.8137, -3.2008, 5.4445], [3.4948, -3.3725, -2.7133], [0.6333, 2.2711, -0.6901], [6.1131, -3.0182, -2.6785], [-1.8079, 1.8664, 2.3870], [-0.4262, 3.5435, -0.4957], [1.7701, 2.9024, -1.7229], [1.2345, 2.0579, 0.8101], [-0.8861, 0.0581, 1.5832], [-2.2591, -2.9185, -2.9880], [-3.0127, 0.5182, 0.9075], [-3.0823, -0.7763, -2.3714], [-3.4374, 1.5235, -0.0306], [-3.1596, -0.4364, -3.6527], [2.4996, -2.6918, -1.4335], [5.0564, -2.8119, -2.1184], [3.7575, 3.3007, -2.9172], [3.2035, 0.9707, -2.1886], [1.8587, 2.0746, -3.9835], [2.0227, 2.8464, 1.6942], [-2.7805, -1.3092, -4.6626], [2.6354, 2.2919, -2.6880], [-2.3567, -2.5629, -4.2566], [0.0955, 5.5642, -1.6974], [3.1441, -1.9928, -0.4841], [-0.9502, 4.4852, -1.4178], [0.2267, -2.2805, 4.1114], [1.2822, -1.8060, 6.3327], [-1.3732, 3.8114, -2.7203], [1.5853, 4.3085, 1.6644], [-1.8563, 0.8032, 1.5941], [-3.6357, 0.9552, -3.9521], [-3.0019, 2.6087, 2.6425], [1.7994, 2.2524, 3.0786], [1.0086, -0.6764, 5.6225], [3.4923, 2.7246, 1.3058], [0.4054, -0.9475, 4.3617], [-2.1659, 5.1051, -0.7334], [-2.5759, -1.9882, -2.0714], [-2.6129, 5.8794, -1.3631], [3.7184, 1.1018, -1.2386], [-2.9092, 4.3331, -0.5312], [-4.2564, 1.1042, -0.4597], [-2.7270, 1.4954, -0.7698], [1.0218, 1.3986, -3.8066], [-2.7083, 3.3752, 3.3553], [-2.8250, -1.0288, -5.7065], [1.2307, 0.3218, 5.9785], [-4.4361, 1.2352, -3.2669], [3.9186, 0.5743, -2.9139], [0.3754, 6.0576, -0.7645], [-1.8031, 4.5477, -3.4050], [-3.9873, 1.0510, -4.9797], [2.3784, 2.7939, 3.8320], [4.1245, 3.2229, 2.0464], [0.9878, 5.1179, -2.1346], [-3.7583, 1.9552, 3.0782], [1.7518, 4.7385, 0.6748], [2.1063, 1.2063, 3.0813], [4.4453, 2.9426, -3.6864], [-0.5202, 3.3351, -3.2069], [2.5088, 1.6345, -4.7435], [-2.8973, -0.4036, 0.4573], [-1.8619, 5.5538, 0.2146], [-2.0800, -3.3191, -4.9873], [1.7356, -1.8865, 7.3083], [1.4788, 3.0287, -4.3601], [-2.8089, 1.6540, -3.8042], [4.3186, 3.4550, -1.9938], [0.7392, 2.3006, 3.3357], [3.7645, 1.6697, 1.2522], [3.3408, 4.2596, -3.2346], [2.1625, 4.8812, 2.3957], [-2.1196, 3.0436, -2.5202], [0.5234, 4.3912, 1.9004], [2.4134, 0.2332, -2.0450], [-3.3834, 3.0517, 1.7276], [3.6641, 3.1868, 0.3325], [-0.3071, 6.3160, -2.3823], [0.1062, -0.1854, 3.6575]]}

***

Record 3
{"formula": "C7H15N3", "method": "ωB97M-V/def2-TZVPD", "homo_energy_ha": [-0.63681, -0.65872], "spin_multiplicity": 3, "e_above_lowest_kj_mol": 0.0, "fmax_ha_per_bohr": 0.1039, "homo_lumo_gap_ev": [9.591, 6.488], "charge": 2, "elements": ["N", "N", "N", "C", "C", "C", "C", "C", "C", "C", "H", "H", "H", "H", "H", "H", "H", "H", "H", "H", "H", "H", "H", "H", "H"], "coordinates": [[-0.0209, -1.0483, -0.0200], [1.0645, 1.0277, -0.2351], [-0.9588, 1.0406, 0.2173], [2.3292, -0.5769, 0.8524], [1.0155, 1.5586, -1.5998], [1.1675, -0.2558, 0.1428], [-2.2892, -0.7974, -0.7739], [-1.0372, 1.2574, 1.6974], [-1.1751, -0.2840, -0.2288], [-0.1486, -2.4808, -0.1981], [2.4367, -1.5457, 1.3171], [-3.0402, 0.0240, -1.1434], [-0.6444, 2.3355, 1.9531], [-0.4454, -2.8287, -1.1353], [0.8760, -2.8849, 0.1064], [3.2472, 0.1172, 0.8666], [1.5889, 1.6038, 0.3975], [2.0153, 1.5918, -2.0037], [-0.4222, 0.4598, 2.0912], [-2.6255, -1.8073, -0.8383], [-0.7851, -2.9457, 0.6055], [0.6768, 2.5923, -1.5990], [-2.0646, 0.8882, 2.1797], [-1.4844, 1.8351, -0.3957], [0.4199, 0.8368, -2.2140]]}

***

Record 4
{"formula": "C57H67NO21", "method": "ωB97M-V/def2-TZVPD", "homo_energy_ha": -0.27864, "smiles": "Oc1ccc(O)cc1.Oc1ccc(O)cc1.Oc1ccc(O)cc1.Oc1ccc(O)cc1.Oc1ccc(O)cc1.Oc1ccc(O)cc1.Oc1ccc(O)cc1.Oc1ccc(O)cc1.COCCNCCOC.O=C1OCCO1", "spin_multiplicity": 1, "fmax_ha_per_bohr": 0.0742, "homo_lumo_gap_ev": 7.741, "elements": ["O", "O", "O", "O", "O", "O", "O", "O", "O", "O", "O", "O", "O", "O", "O", "O", "O", "O", "O", "O", "O", "N", "C", "C", "C", "C", "C", "C", "C", "C", "C", "C", "C", "C", "C", "C", "C", "C", "C", "C", "C", "C", "C", "C", "C", "C", "C", "C", "C", "C", "C", "C", "C", "C", "C", "C", "C", "C", "C", "C", "C", "C", "C", "C", "C", "C", "C", "C", "C", "C", "C", "C", "C", "C", "C", "C", "C", "C", "C", "H", "H", "H", "H", "H", "H", "H", "H", "H", "H", "H", "H", "H", "H", "H", "H", "H", "H", "H", "H", "H", "H", "H", "H", "H", "H", "H", "H", "H", "H", "H", "H", "H", "H", "H", "H", "H", "H", "H", "H", "H", "H", "H", "H", "H", "H", "H", "H", "H", "H", "H", "H", "H", "H", "H", "H", "H", "H", "H", "H", "H", "H", "H", "H", "H", "H", "H"], "coordinates": [[0.2728, 0.3291, -7.0885], [4.0073, 0.7345, 0.6734], [1.8469, -6.5938, 0.2697], [-8.2982, 2.0523, -5.7537], [5.0015, 4.4283, -3.1914], [3.7340, 1.2362, 3.5365], [2.0988, -0.2838, -4.9961], [1.4970, -0.1258, 2.3823], [-1.5981, -0.1311, 8.6598], [-3.9643, -2.8239, 2.8210], [2.0614, 0.4475, -8.4261], [-3.6370, -3.3343, -2.4922], [-2.8352, 4.4376, 0.4177], [-4.4513, 1.0884, 4.1770], [-4.9174, -2.1805, -4.9431], [4.4195, -3.1139, 3.7164], [-0.5211, 2.3352, -3.2235], [0.8119, 4.3792, 4.4902], [7.8484, 0.1812, 7.0084], [-0.0408, 0.7870, -9.1514], [0.8400, -4.2772, -1.4691], [-0.1816, 0.5589, -0.9678], [4.2878, 1.6258, -0.3252], [2.4576, -3.2317, -2.9259], [4.4164, -4.9979, 2.2224], [1.0116, 0.2842, 3.7022], [-2.3238, 3.9664, 2.7908], [-3.6262, 0.8357, 5.2357], [5.7281, 1.2069, 6.5470], [-3.0256, 1.4072, 7.4918], [-1.9254, -0.4527, 6.3531], [-5.2802, 0.2108, -5.0885], [-0.1048, 4.1879, 3.5564], [6.7582, -0.2420, 4.9775], [4.5141, 2.9583, 0.0596], [-0.5857, 4.6163, 1.2037], [-3.0523, -2.0871, -0.5130], [-1.3173, 0.3372, -8.8380], [4.7817, 3.9584, -0.8675], [0.3253, -0.2644, 1.5651], [-1.9584, 4.3324, 1.4872], [1.7129, -4.6033, 1.5917], [4.6357, 1.4406, 5.7080], [2.3840, -5.8022, 1.2210], [-7.0081, -1.4455, -5.6929], [0.5076, -1.5324, -3.6489], [-0.6609, 2.8276, -1.8551], [-4.5903, -4.0169, -0.4373], [-3.7791, 1.6530, 6.3145], [3.7486, -3.8983, 2.7430], [-3.7645, -3.1644, -1.1692], [1.1604, -3.3898, -2.4009], [-4.6950, -3.8845, 0.9199], [-1.5280, 2.7170, -4.1703], [0.3167, 4.4353, 2.2445], [6.7094, 0.3302, 6.2142], [4.6404, 2.1817, -2.6106], [0.6752, -0.2646, 0.0305], [0.1629, -2.5361, -2.8066], [2.4314, -3.6656, 2.3955], [-3.1829, -1.9935, 0.8701], [4.8006, 3.4986, -2.2031], [-7.4409, 1.0173, -5.6293], [0.8927, 0.4707, -8.2389], [2.8266, -2.1684, -3.7978], [-1.1724, 0.3046, -7.3555], [-1.3972, 3.8515, 3.8091], [0.1380, 1.9394, -0.8633], [-5.7389, -1.1042, -5.2754], [-7.8072, -0.3275, -5.9364], [-6.2187, 1.2311, -5.0894], [5.7160, 0.0153, 4.0199], [1.8116, -1.2751, -4.0885], [-2.0724, 0.3078, 7.4535], [4.6489, 0.8312, 4.4557], [-2.6411, -0.1365, 5.2162], [-4.0226, -2.8591, 1.4834], [3.6884, -6.0111, 1.5283], [4.3160, 1.2373, -1.6569], [1.2515, 1.3327, 3.8787], [2.4144, -7.3666, 0.2226], [5.4190, -5.2683, 2.5191], [-5.2219, -4.6092, 1.5228], [-4.2687, 0.3700, -4.7451], [1.9570, -2.7262, 2.6382], [-0.1177, 2.3321, 0.1208], [7.5995, -0.8706, 4.7258], [3.8583, -2.3925, 4.0100], [-2.3010, -0.6313, 4.3185], [0.6643, -4.4344, 1.3960], [4.6612, 5.0108, -0.6570], [-1.2634, -1.2997, 6.2492], [1.5742, -0.2797, 4.4462], [1.6952, 4.1281, 4.2104], [-0.0974, 0.3800, -1.9582], [-8.0712, 2.8694, -5.3037], [-1.7396, 2.7846, -1.7047], [5.8501, 1.7663, 7.4628], [-1.5678, -0.6335, -9.2660], [-1.0121, 3.3550, -4.8878], [3.8207, -2.1207, -4.2172], [5.2934, 5.2826, -2.8651], [4.1094, -6.9413, 1.1764], [-0.0349, -1.2532, 1.8492], [-3.0107, 2.0361, 8.3697], [-4.3471, -3.6290, 3.1771], [3.2148, -3.9686, -2.7023], [1.4297, -4.9832, -1.1943], [4.0723, 0.1886, -1.7417], [-1.7256, 3.6194, 4.8115], [-4.4323, -2.1785, -4.1147], [-4.3759, 2.5435, 6.1829], [0.6134, -1.3404, -0.1335], [-2.4202, 3.3128, -3.9781], [-2.6373, -1.3636, -1.1992], [4.8056, 1.9138, -3.6437], [4.4260, 3.1004, 1.1266], [-5.1329, 1.7638, 4.2080], [-8.8142, -0.2539, -6.3199], [-0.0604, 0.1885, 3.8751], [5.7913, -0.3628, 3.0111], [-4.1739, -4.0647, -2.8081], [3.8678, 2.1631, 5.9418], [1.3777, 4.6133, 2.1490], [-1.8551, -0.4083, -6.8932], [4.2077, -0.1579, 0.3817], [-0.3043, 4.7395, 0.1684], [-1.9726, 1.7707, -4.4786], [1.2100, 1.9381, -1.0606], [-5.9473, 2.1997, -4.6962], [1.3576, 0.0373, -5.5150], [-3.6936, 4.0157, 0.5001], [-0.8754, -2.5822, -2.5128], [-5.2320, -4.8085, -0.7953], [-0.7032, 0.2079, 8.7361], [1.7259, -0.0373, -0.1498], [-0.5218, 0.3941, 1.7571], [3.7467, 0.9299, 2.6268], [-1.5803, 1.2354, -6.9614], [8.0434, -0.7588, 7.0091], [-2.0044, 1.1126, -9.1766], [-0.2041, -0.7530, -3.8777], [-0.2774, 3.8388, -1.9910], [-3.3415, 3.6400, 2.9461], [-7.3640, -2.4478, -5.8800], [-2.6342, -1.1829, 1.3265]]}